This record from the Open Molecules 2025 dataset describes 8 unconnected molecules or ions with the total composition C26H58O20S3 at a distorted geometry. The level of theory is wB97M-V/def2-TZVPD.

```
! wB97M-V def2-TZVPD RIJCOSX def2/J DEFGRID3
* xyz 0 1
C -2.51 3.16 0.10
C -1.26 2.50 -0.45
O -1.54 1.26 -1.11
S -0.97 -0.17 -0.72
C -1.99 -0.66 0.69
O -1.13 -1.10 -1.82
O 0.36 -0.05 -0.13
H -3.34 3.29 -0.59
H -2.34 4.04 0.72
H -2.83 2.42 0.83
H -0.79 3.20 -1.15
H -0.52 2.36 0.34
H -1.47 -1.43 1.26
H -2.96 -0.99 0.32
H -2.17 0.23 1.30
C -0.82 1.14 -5.83
C -0.02 1.34 -4.51
O 1.15 2.12 -4.71
S 2.48 1.28 -5.28
C 2.88 0.37 -3.76
O 2.08 0.43 -6.35
O 3.47 2.31 -5.50
H -1.90 1.16 -5.75
H -0.52 0.17 -6.21
H -0.46 1.83 -6.60
H -0.65 1.82 -3.75
H 0.15 0.35 -4.07
H 1.99 -0.09 -3.35
H 3.22 1.01 -2.94
H 3.58 -0.42 -4.04
C -1.26 -7.71 3.11
C -1.64 -6.53 2.23
O -0.55 -5.56 2.06
S -0.32 -4.51 3.30
C 1.48 -4.72 3.45
O -0.52 -3.17 2.79
O -0.96 -5.05 4.50
H -0.28 -8.10 2.81
H -1.87 -8.61 3.16
H -0.94 -7.33 4.08
H -1.82 -6.84 1.20
H -2.56 -6.03 2.53
H 1.95 -4.16 2.65
H 1.72 -5.78 3.38
H 1.75 -4.30 4.42
C 3.03 4.39 -2.71
O 3.75 3.87 -1.61
C 3.16 2.99 -0.80
O 2.00 2.75 -0.66
O 4.16 2.40 -0.08
C 3.83 1.19 0.56
H 3.57 4.44 -3.66
H 2.77 5.43 -2.54
H 2.14 3.81 -2.98
H 2.80 0.81 0.54
H 4.00 1.26 1.63
H 4.40 0.38 0.09
C -6.70 -4.96 1.41
O -5.46 -4.32 1.67
C -4.55 -4.34 0.69
O -4.75 -4.83 -0.39
O -3.40 -3.75 1.06
C -2.35 -3.90 0.12
H -6.60 -5.85 0.79
H -7.28 -4.21 0.87
H -7.18 -5.36 2.30
H -2.12 -4.96 -0.03
H -1.39 -3.50 0.41
H -2.62 -3.64 -0.90
C 1.42 10.29 -1.43
O 0.41 9.27 -1.33
C 0.81 8.05 -1.65
O 1.93 7.68 -1.97
O -0.21 7.23 -1.47
C -0.12 5.83 -1.64
H 2.34 10.08 -0.89
H 0.92 11.19 -1.08
H 1.66 10.56 -2.46
H 0.56 5.42 -0.88
H 0.23 5.54 -2.63
H -1.09 5.37 -1.44
C 2.78 -2.63 -0.60
C 1.45 -3.40 -0.75
C 1.90 -4.82 -0.55
O 3.06 -4.78 0.31
C 3.80 -3.68 -0.21
H 2.70 -1.97 0.27
H 3.07 -2.05 -1.48
H 0.92 -3.22 -1.69
H 0.72 -3.21 0.04
H 2.19 -5.28 -1.50
H 1.15 -5.51 -0.15
H 4.34 -3.96 -1.12
H 4.53 -3.27 0.49
C -0.54 1.48 5.22
C -0.94 2.91 5.05
C -1.76 2.95 3.75
O -1.29 1.81 3.03
C -0.48 0.89 3.79
H -1.33 0.92 5.72
H 0.42 1.39 5.74
H -0.05 3.52 4.89
H -1.39 3.30 5.96
H -1.47 3.87 3.25
H -2.81 2.87 4.03
H 0.55 0.86 3.42
H -0.94 -0.07 3.55
*
```

Computed properties:
largest force on an atom: 0.053 hartree/bohr
SMILES: CCOS(C)(=O)=O.CCOS(C)(=O)=O.CCOS(C)(=O)=O.COC(=O)OC.COC(=O)OC.COC(=O)OC.C1CCOC1.C1CCOC1
LUMO energy: 0.39 eV

Atom charges from the Mulliken analysis, given in e for atoms 1 to 5: number 1, C, carries -1.436; number 2, C, carries 0.928; number 3, O, carries -0.353; number 4, S, carries 1.164; number 5, C, carries -0.179

=====

This record from the Open Molecules 2025 dataset describes 6 unconnected molecules or ions with the total composition C26H59ClN5O12P at a distorted geometry. The level of theory is wB97M-V/def2-TZVPD.

```
! wB97M-V def2-TZVPD RIJCOSX def2/J DEFGRID3
* xyz 0 1
C 0.33 3.99 2.65
C 0.23 3.92 1.08
O -1.08 3.82 0.55
C -1.65 2.55 0.81
C -0.90 1.38 0.10
O -1.79 0.43 -0.50
C -1.02 -0.77 -0.60
O -1.42 -1.58 -1.72
P -0.13 -2.59 -2.08
O 0.53 -2.93 -0.75
O -0.69 -4.00 -2.73
C 0.29 -4.65 -3.57
C 1.64 -4.96 -2.88
C 1.48 -5.89 -1.62
Cl 0.81 -7.52 -2.07
O 1.02 -1.82 -3.00
C 0.49 -0.71 -3.78
C 1.11 -0.71 -5.25
C 2.18 -1.83 -5.46
O 1.67 0.56 -5.59
H 0.79 4.96 2.94
H -0.63 3.84 3.18
H 1.04 3.20 2.98
H 0.94 3.14 0.73
H 0.64 4.89 0.69
H -2.72 2.60 0.49
H -1.66 2.36 1.91
H -0.33 0.83 0.89
H -0.24 1.81 -0.69
H -1.10 -1.28 0.38
H 0.02 -0.43 -0.82
H 0.50 -4.12 -4.52
H -0.16 -5.63 -3.86
H 2.30 -5.51 -3.58
H 2.19 -4.06 -2.53
H 2.49 -5.99 -1.17
H 0.81 -5.46 -0.86
H 0.84 0.24 -3.32
H -0.61 -0.72 -3.90
H 0.26 -0.86 -5.96
H 2.96 -1.85 -4.67
H 1.70 -2.83 -5.60
H 2.70 -1.60 -6.42
H 2.58 0.51 -5.30
C 2.45 6.80 -3.56
N 2.56 5.36 -3.47
C 1.62 4.46 -3.08
C 0.27 5.00 -2.67
O 1.87 3.27 -3.06
H 2.64 7.10 -4.59
H 3.20 7.25 -2.91
H 1.47 7.15 -3.26
H 3.44 4.93 -3.73
H -0.37 4.18 -2.38
H 0.38 5.67 -1.82
H -0.20 5.53 -3.51
C 0.34 6.67 7.45
N 0.96 6.61 6.14
C 0.40 6.86 4.93
C -1.06 7.26 4.91
O 1.06 6.77 3.91
H 0.88 7.39 8.06
H 0.42 5.68 7.92
H -0.70 6.95 7.39
H 1.94 6.35 6.08
H -1.36 7.42 3.88
H -1.67 6.46 5.33
H -1.21 8.18 5.47
C 3.68 -7.31 2.50
N 4.64 -8.07 1.72
C 4.40 -8.97 0.74
C 2.97 -9.26 0.38
O 5.33 -9.53 0.18
H 3.86 -6.24 2.34
H 3.82 -7.54 3.56
H 2.66 -7.54 2.21
H 5.62 -7.93 1.91
H 2.93 -10.00 -0.41
H 2.44 -9.65 1.25
H 2.48 -8.34 0.03
C -2.17 -1.36 3.37
N -1.93 -0.17 4.16
C -1.16 -0.03 5.27
C -0.44 -1.25 5.78
O -1.07 1.05 5.82
H -1.84 -1.18 2.35
H -3.24 -1.57 3.37
H -1.64 -2.22 3.76
H -2.38 0.69 3.88
H 0.13 -0.99 6.67
H -1.16 -2.03 6.05
H 0.25 -1.63 5.02
C -6.25 -0.74 -3.75
N -6.04 0.47 -2.97
C -5.29 0.62 -1.85
C -4.56 -0.59 -1.32
O -5.22 1.71 -1.30
H -5.91 -0.55 -4.77
H -7.32 -0.97 -3.77
H -5.71 -1.58 -3.34
H -6.50 1.31 -3.26
H -4.01 -0.31 -0.43
H -5.27 -1.37 -1.06
H -3.86 -0.95 -2.07
*
```

Computed properties:
largest force on an atom: 0.089 hartree/bohr
SMILES: CCOCCOCO[P@@](=O)(OCCCCl)OC[C@H](C)O.CNC(C)=O.CNC(C)=O.CNC(C)=O.CNC(C)=O.CNC(C)=O
LUMO energy: 0.45 eV

Atom charges from the Mulliken analysis, given in e for atoms 1 to 5: number 1, C, carries -0.970; number 2, C, carries -0.070; number 3, O, carries -0.417; number 4, C, carries -0.317; number 5, C, carries -0.352

=====

This record from the Open Molecules 2025 dataset describes 8 unconnected molecules or ions with the total composition C26H59F5N9O11P. The level of theory is wB97M-V/def2-TZVPD.

```
! wB97M-V def2-TZVPD RIJCOSX def2/J DEFGRID3
* xyz 0 1
C 2.33 -0.99 3.42
C 1.49 -0.91 2.15
N 0.74 -2.15 2.04
O 0.12 -2.16 0.71
P -1.42 -1.85 0.61
O -1.81 -1.15 -0.61
O -1.76 -1.12 1.95
C -3.03 -0.42 2.01
N -4.11 -1.38 2.07
O -2.14 -3.30 0.63
C -1.71 -4.54 0.96
F -2.68 -5.37 0.64
F -0.64 -4.88 0.24
C -1.36 -4.76 2.48
F -1.94 -5.89 2.93
F -1.81 -3.74 3.22
F -0.04 -4.87 2.66
H 2.80 -1.97 3.50
H 3.12 -0.25 3.39
H 1.71 -0.85 4.30
H 2.15 -0.76 1.28
H 0.80 -0.08 2.17
H 1.39 -2.93 1.95
H -2.98 0.23 2.88
H -3.11 0.19 1.11
H -3.83 -2.13 2.70
H -4.88 -0.90 2.53
C -1.40 -3.03 -3.11
N -1.61 -2.48 -4.44
C -2.03 -3.09 -5.57
C -2.29 -4.58 -5.50
O -2.21 -2.46 -6.60
H -2.04 -2.50 -2.41
H -0.37 -2.88 -2.79
H -1.62 -4.09 -3.09
H -1.45 -1.50 -4.56
H -2.63 -4.91 -6.48
H -1.39 -5.13 -5.23
H -3.06 -4.81 -4.76
C 3.82 3.51 5.55
N 3.58 2.70 4.37
C 2.66 2.89 3.40
C 1.75 4.09 3.52
O 2.57 2.11 2.46
H 4.84 3.90 5.56
H 3.67 2.93 6.46
H 3.14 4.35 5.57
H 4.15 1.88 4.24
H 1.08 4.09 2.67
H 1.16 4.05 4.44
H 2.32 5.02 3.53
C -4.57 1.31 -7.04
N -5.20 1.72 -5.80
C -5.05 1.17 -4.56
C -4.12 -0.01 -4.45
O -5.66 1.62 -3.60
H -3.97 2.12 -7.46
H -5.32 1.02 -7.78
H -3.92 0.46 -6.87
H -5.83 2.50 -5.82
H -4.09 -0.34 -3.41
H -4.45 -0.83 -5.08
H -3.11 0.27 -4.76
C 8.45 -1.77 1.78
N 7.13 -1.51 2.33
C 6.40 -2.29 3.16
C 7.01 -3.60 3.60
O 5.29 -1.94 3.54
H 9.14 -0.98 2.08
H 8.41 -1.81 0.69
H 8.82 -2.72 2.14
H 6.66 -0.66 2.07
H 6.30 -4.10 4.26
H 7.21 -4.25 2.75
H 7.94 -3.44 4.13
C -6.86 5.18 -7.03
N -7.10 5.66 -8.38
C -7.49 4.95 -9.47
C -7.70 3.46 -9.29
O -7.66 5.49 -10.55
H -7.53 5.66 -6.32
H -5.83 5.37 -6.73
H -7.05 4.11 -6.99
H -6.98 6.64 -8.56
H -8.00 3.05 -10.25
H -6.78 2.97 -8.97
H -8.47 3.25 -8.55
C 12.89 -1.60 6.01
N 12.27 -1.34 4.72
C 11.39 -0.36 4.40
C 10.98 0.60 5.49
O 10.95 -0.27 3.26
H 13.98 -1.53 5.94
H 12.64 -2.60 6.37
H 12.54 -0.88 6.74
H 12.51 -1.94 3.95
H 10.28 1.31 5.06
H 10.49 0.07 6.31
H 11.84 1.14 5.88
C -7.08 2.25 0.20
N -6.23 1.57 1.15
C -5.94 1.91 2.43
C -6.57 3.17 2.98
O -5.17 1.23 3.10
H -7.90 1.61 -0.12
H -6.51 2.55 -0.69
H -7.49 3.15 0.65
H -5.77 0.72 0.84
H -6.22 3.30 4.00
H -6.28 4.04 2.39
H -7.66 3.10 2.97
*
```

Computed properties:
largest force on an atom: 0.016 hartree/bohr
SMILES: CCNO[P@](=O)(OCN)OC(F)(F)C(F)(F)F.CNC(C)=O.CNC(C)=O.CNC(C)=O.CNC(C)=O.CNC(C)=O.CNC(C)=O.CNC(C)=O
LUMO energy: 0.39 eV

Atom charges from the Mulliken analysis, given in e for atoms 1 to 5: number 1, C, carries -0.993; number 2, C, carries -0.193; number 3, N, carries -0.237; number 4, O, carries -0.175; number 5, P, carries 0.889

=====

This record from the Open Molecules 2025 dataset describes 5 unconnected molecules or ions with the total composition C26H59N2O16P5 at a distorted geometry. The level of theory is wB97M-V/def2-TZVPD.

```
! wB97M-V def2-TZVPD RIJCOSX def2/J DEFGRID3
* xyz 0 1
H -2.94 -1.01 -2.31
N -2.44 -0.26 -1.80
C -1.35 -0.74 -1.33
C -0.99 -2.26 -1.61
C -0.34 0.05 -0.46
P -0.64 1.90 -0.38
C 1.10 2.61 -0.04
C 1.50 2.09 1.39
C 2.17 0.82 1.62
C 2.50 0.35 2.96
C 2.13 1.16 4.11
C 1.46 2.44 3.94
C 1.00 3.35 5.13
C 1.16 2.88 2.59
N -1.54 2.30 1.06
C -2.86 2.88 0.78
C -3.62 3.00 2.18
C -4.57 4.26 2.27
H 0.11 -2.26 -1.86
H -1.63 -2.70 -2.41
H -1.09 -2.79 -0.62
H 0.73 -0.11 -0.75
H -0.44 -0.35 0.59
H 1.08 3.73 -0.05
H 1.79 2.19 -0.81
H 2.42 0.19 0.74
H 2.99 -0.64 3.13
H 2.37 0.78 5.13
H 0.46 4.25 4.71
H 0.24 2.76 5.71
H 1.82 3.61 5.83
H 0.62 3.83 2.39
H -1.60 1.51 1.71
H -2.81 3.91 0.34
H -3.50 2.27 0.07
H -4.10 2.04 2.47
H -2.79 3.17 2.93
H -5.62 3.93 2.08
H -4.25 5.13 1.65
H -4.53 4.61 3.34
C 2.51 -9.25 -2.80
O 2.19 -7.91 -2.40
P 0.94 -7.18 -3.33
O 1.57 -5.82 -3.08
O -0.17 -7.50 -2.17
C 0.21 -7.51 -0.80
O -0.29 -6.53 -4.30
C 0.01 -5.40 -5.10
H 3.30 -9.62 -2.14
H 1.64 -9.90 -2.70
H 2.88 -9.26 -3.83
H 1.00 -6.79 -0.58
H 0.54 -8.52 -0.53
H -0.67 -7.26 -0.21
H 0.92 -5.58 -5.69
H 0.12 -4.51 -4.49
H -0.82 -5.25 -5.79
C 3.34 -2.77 10.66
O 3.67 -1.59 9.91
P 2.41 -0.44 9.82
O 2.86 0.07 8.47
O 3.06 0.46 11.02
C 4.47 0.58 11.14
O 1.01 0.49 9.94
C 0.30 0.79 8.74
H 4.21 -3.43 10.66
H 3.09 -2.51 11.69
H 2.51 -3.29 10.19
H 4.97 0.56 10.17
H 4.85 -0.23 11.77
H 4.70 1.52 11.63
H 0.13 -0.12 8.17
H 0.84 1.52 8.15
H -0.66 1.22 9.02
C 4.14 -2.46 -10.02
O 4.45 -3.85 -10.17
P 4.25 -4.79 -8.76
O 5.34 -5.76 -9.15
O 2.79 -5.33 -9.24
C 2.54 -5.60 -10.61
O 3.95 -5.42 -7.23
C 5.03 -5.99 -6.50
H 4.28 -1.96 -10.98
H 3.10 -2.33 -9.71
H 4.80 -2.01 -9.28
H 3.43 -5.96 -11.12
H 2.18 -4.68 -11.09
H 1.76 -6.35 -10.68
H 5.88 -5.30 -6.48
H 5.33 -6.94 -6.94
H 4.69 -6.17 -5.48
C -4.47 6.75 -1.17
O -4.81 8.09 -0.80
P -6.03 8.81 -1.75
O -5.48 10.20 -1.57
O -7.18 8.49 -0.64
C -6.87 8.57 0.75
O -7.25 9.22 -2.84
C -7.01 10.28 -3.75
H -3.70 6.38 -0.49
H -5.35 6.10 -1.08
H -4.09 6.72 -2.19
H -6.13 9.34 0.96
H -6.51 7.59 1.09
H -7.78 8.80 1.29
H -6.06 10.14 -4.27
H -7.03 11.24 -3.23
H -7.82 10.27 -4.49
*
```

Computed properties:
largest force on an atom: 0.189 hartree/bohr
SMILES: [H]/N=C(\C)CP(Cc1cccc(C)c1)NCCC.COP(=O)(OC)OC.COP(=O)(OC)OC.COP(=O)(OC)OC.COP(=O)(OC)OC
LUMO energy: -2.41 eV

Atom charges from the Mulliken analysis, given in e for atoms 1 to 5: number 1, H, carries 0.253; number 2, N, carries -0.627; number 3, C, carries 0.561; number 4, C, carries -1.138; number 5, C, carries -0.640

=====

no.,gap between HOMO and LUMO (eV)
1,10.27
2,9.78
3,9.46
4,5.20